(1)
Computed, not measured: a molecular structure, C22H32CrN6O3S2, with ωB97M-V/def2-TZVPD.

Geometry as XYZ:
```
66
Properties=species:S:1:pos:R:3:forces:R:3:nbo_charge:R:1
Cr 0.3687 0.5077 -0.2994 -0.52 1.41 -0.05 0.87
C 1.5243 -0.9752 1.7054 1.05 -1.23 0.12 -0.47
N 2.0706 0.4180 1.3308 0.14 -3.80 -0.80 -0.49
C 3.1307 0.4462 0.2661 0.02 0.23 0.32 -0.21
C 2.9479 1.5072 -0.8814 0.53 0.10 0.07 -0.22
N 1.7480 1.4400 -1.7686 1.86 -2.87 -0.39 -0.48
C 1.8854 0.2154 -2.6669 0.53 -1.11 -0.80 -0.54
C 1.6053 2.5068 -2.7034 -0.91 0.95 0.68 0.24
C 2.6265 3.1277 -3.3932 0.00 -0.01 0.04 -0.25
C 2.3213 4.1504 -4.2889 0.20 0.03 -0.05 -0.26
C 1.0087 4.5440 -4.4769 -0.21 0.07 -0.03 -0.23
C -0.0252 3.9340 -3.7715 0.16 -0.05 -0.02 -0.23
C 0.2630 2.9108 -2.8755 0.11 -0.39 0.53 -0.17
S -0.9107 2.0640 -1.8789 -0.54 1.01 -0.31 -0.29
C 2.3107 1.1299 2.5272 -0.92 1.84 -0.57 0.20
C 3.1482 0.7834 3.5621 0.00 0.05 -0.05 -0.26
C 3.2182 1.6217 4.6779 0.21 -0.25 0.09 -0.27
C 2.4576 2.7743 4.7287 -0.17 0.30 0.01 -0.22
C 1.6092 3.1357 3.6832 0.11 -0.12 0.02 -0.25
C 1.5203 2.3176 2.5600 -0.01 -0.54 -0.66 -0.15
S 0.5213 2.6150 1.1270 -0.24 1.15 0.46 -0.27
H 2.2722 -1.7224 2.0283 0.62 0.46 -0.10 0.14
H 1.0277 -1.4066 0.7745 1.12 0.21 1.67 0.29
H 0.8102 -0.9445 2.5256 0.39 0.64 0.06 0.21
H 3.2442 -0.5474 -0.1545 -0.27 -0.02 -0.05 0.24
H 4.0949 0.6905 0.7352 -0.04 0.19 -0.04 0.18
H 3.8450 1.4000 -1.5111 0.08 -0.06 0.11 0.17
H 2.9925 2.5021 -0.4370 -0.26 0.01 -0.01 0.23
H 2.9098 0.0538 -3.0454 0.05 0.61 0.08 0.16
H 1.2295 0.2051 -3.5433 -0.14 0.79 0.17 0.19
H 1.5633 -0.7132 -2.0005 0.78 1.15 -1.00 0.33
H 3.6563 2.8259 -3.2474 0.00 -0.02 0.02 0.20
H 3.1196 4.6455 -4.8302 -0.01 -0.01 0.01 0.19
H 0.7821 5.3513 -5.1655 0.01 -0.02 0.00 0.19
H -1.0506 4.2600 -3.8941 0.01 0.00 0.00 0.21
H 3.7316 -0.1294 3.5131 -0.01 0.00 -0.01 0.20
H 3.8670 1.3642 5.5080 -0.01 -0.01 -0.02 0.19
H 2.5211 3.4144 5.6035 0.00 -0.01 -0.01 0.19
H 1.0193 4.0428 3.7325 0.00 -0.01 0.02 0.21
N -1.3441 -0.5306 -1.1072 -0.60 0.40 -1.41 -0.80
C -1.9703 -1.4195 -0.1504 0.18 0.11 -0.18 -0.17
C -3.4947 -1.3547 -0.1968 -0.19 0.02 0.17 -0.41
C -4.1535 -2.2916 -1.1985 -0.11 0.31 -0.18 -0.41
C -3.9367 -3.7628 -0.9033 -0.31 -0.11 -0.26 -0.21
N -4.3049 -4.0658 0.4743 0.16 -0.74 0.00 -0.58
C -3.4475 -4.0312 1.4903 0.94 0.19 0.00 0.70
N -3.8954 -3.9123 2.7436 0.07 -0.32 -0.16 -0.76
N -2.1270 -4.1107 1.3069 -0.43 -1.08 -0.10 -0.80
C -1.4509 -1.0605 1.2570 0.87 0.37 0.23 0.82
O -1.7641 -1.8273 2.2171 -0.07 0.44 0.12 -0.81
O -0.6801 -0.0824 1.3471 -2.10 -0.32 -0.21 -0.62
H -1.9577 0.1902 -1.4869 -0.34 0.04 0.62 0.40
H -1.0305 -0.9222 -1.9923 0.45 -0.66 0.51 0.40
H -1.6202 -2.4320 -0.3637 0.04 0.14 0.03 0.19
H -3.8003 -0.3365 -0.4468 0.11 0.06 0.07 0.23
H -3.9004 -1.5395 0.8040 0.05 -0.04 -0.06 0.21
H -3.8072 -2.0825 -2.2144 0.04 0.00 0.01 0.23
H -5.2314 -2.0910 -1.1925 0.02 -0.06 -0.07 0.20
H -2.9136 -4.0778 -1.0998 -0.05 0.07 0.07 0.20
H -4.5624 -4.3695 -1.5588 0.01 -0.06 0.04 0.21
H -5.2763 -4.1668 0.6917 -0.28 0.08 -0.01 0.40
H -4.8579 -3.7244 2.9266 -0.20 0.30 0.06 0.40
H -3.2253 -3.7629 3.4787 0.07 0.07 -0.03 0.44
H -1.7774 -4.3213 0.3885 -0.20 -0.03 -0.01 0.40
H -1.5974 -3.3547 1.7893 -0.12 0.56 0.39 0.47
O 1.1415 -1.0265 -0.7592 -1.73 -0.40 0.81 -1.07
```
Forces are in eV/Å.

Net charge: -1
Multiplicity: 2
LUMO (alpha / beta): 1.4 / 1.4 eV
Energy: -88506.25464 eV
Expectation value of S²: 0.77
HOMO level (alpha / beta): -2.708 / -2.582 eV
Gap between HOMO and LUMO (alpha / beta): 4.07 / 3.94 eV


(2)
Computed, not measured: a molecular structure, C49H47ClMgN10OS6, with ωB97M-V/def2-TZVPD.

Geometry as XYZ:
```
115
Properties=species:S:1:pos:R:3:forces:R:3:lowdin_charge:R:1
Mg -1.5971 0.7487 -0.6876 0.49 -0.19 -0.07 0.52
C 0.9268 -4.2496 0.9458 -0.79 -0.50 -0.59 -0.15
C -0.2339 -4.0875 1.6924 -0.01 -0.17 -0.22 -0.09
C -1.1738 -3.1298 1.3294 -0.05 -0.06 0.02 -0.05
C -0.9851 -2.3297 0.1971 -0.22 0.38 -0.15 -0.30
C 0.2039 -2.4661 -0.5155 0.23 -0.10 -0.01 -0.04
C 1.1413 -3.4219 -0.1486 -0.27 -0.19 -0.28 -0.09
N -1.8947 -1.2979 -0.1502 -0.04 -0.27 0.25 0.05
C -3.2045 -1.5210 -0.0621 -0.25 0.14 0.15 -0.21
C -3.8367 -2.8153 -0.1375 0.22 0.21 0.04 -0.04
C -5.1848 -2.9281 -0.1082 -0.35 0.10 0.03 -0.05
C -6.0607 -1.8005 0.0495 0.07 -0.37 -0.03 -0.08
C -5.5302 -0.5650 0.1665 0.24 0.13 0.00 -0.03
C -4.1144 -0.3945 0.1087 0.26 -0.11 0.03 -0.22
N -3.4994 0.8047 0.1725 -0.48 0.01 -0.05 -0.03
N -4.1473 1.8797 0.4023 0.46 0.28 -0.10 0.10
C -3.3297 3.0189 0.1887 -0.14 -0.29 -0.17 -0.30
C -3.7862 4.2435 0.6689 -0.11 0.08 0.08 -0.01
C -3.0764 5.3841 0.3688 -0.01 0.12 0.04 -0.06
C -1.9353 5.2975 -0.4262 -0.08 0.03 0.04 -0.06
C -1.5433 4.0473 -0.8483 0.01 -0.31 0.05 -0.14
N -2.2015 2.9221 -0.5356 -0.12 0.06 0.21 0.07
H 1.6566 -5.0017 1.2208 -0.11 -0.04 -0.06 0.11
H -0.4085 -4.7031 2.5671 -0.01 0.02 -0.02 0.11
H -2.0724 -3.0013 1.9230 0.01 -0.02 0.00 0.12
H 0.3592 -1.8498 -1.3904 -0.01 -0.02 -0.04 0.04
H 2.0402 -3.5321 -0.7457 -0.01 0.02 0.02 0.11
H -3.2137 -3.6862 -0.2838 -0.01 0.02 0.00 0.07
H -5.6249 -3.9106 -0.2305 -0.01 0.00 0.01 0.11
H -7.1322 -1.9477 0.0576 0.03 -0.03 -0.01 0.10
H -6.1481 0.3161 0.2783 0.03 0.01 -0.01 0.11
H -4.6901 4.2623 1.2621 0.01 0.02 -0.03 0.11
H -3.4103 6.3446 0.7404 -0.01 -0.01 -0.01 0.11
H -1.3717 6.1748 -0.7110 -0.01 -0.02 0.01 0.11
H -0.6616 3.9204 -1.4691 0.01 -0.04 0.02 0.11
N 0.6133 1.3047 -4.3118 0.23 -0.17 -0.14 0.12
C 1.8194 0.5479 -4.2629 -0.15 0.08 -0.07 -0.28
C 2.3730 0.0424 -5.4254 -0.02 -0.02 -0.08 -0.02
C 3.5346 -0.7143 -5.3683 0.01 0.00 0.04 -0.07
C 4.1246 -0.9958 -4.1442 -0.05 0.03 -0.03 -0.08
C 3.5465 -0.5167 -2.9766 0.06 -0.07 -0.03 -0.09
C 2.4087 0.2720 -3.0424 0.10 -0.11 0.05 -0.46
S 1.7234 0.9367 -1.5729 -0.22 0.32 0.01 1.01
N 0.0829 1.1374 -2.0195 -0.19 -0.19 -0.02 -0.26
C -0.2515 1.2486 -3.2558 -0.27 0.36 0.23 -0.43
C -1.7027 1.4945 -3.5647 0.23 -0.29 0.31 -0.25
C -2.0894 2.2129 -4.6765 -0.06 0.09 -0.17 -0.02
C -3.4454 2.3781 -4.9246 0.00 0.07 -0.02 -0.05
C -4.3549 1.8082 -4.0599 -0.10 0.09 0.01 -0.06
C -3.8760 1.1449 -2.9399 0.13 -0.06 0.17 -0.11
N -2.5781 1.0044 -2.6736 0.02 0.17 -0.28 0.09
H 0.1313 1.1696 -5.1904 0.04 -0.04 -0.01 0.12
H 1.8867 0.2315 -6.3761 0.02 -0.01 0.04 0.12
H 3.9658 -1.0988 -6.2834 -0.01 0.01 0.03 0.11
H 5.0210 -1.5987 -4.0939 0.00 0.01 -0.01 0.10
H 3.9816 -0.7486 -2.0101 -0.03 0.01 -0.05 0.10
H -1.3529 2.6523 -5.3362 -0.02 -0.02 0.00 0.12
H -3.7784 2.9264 -5.7961 0.00 -0.01 0.01 0.12
H -5.4202 1.8628 -4.2371 0.04 -0.02 0.00 0.11
H -4.5653 0.7036 -2.2291 0.03 0.01 0.00 0.12
C 3.3244 -0.8702 1.0397 0.02 0.00 0.00 -0.05
C 3.3631 -1.4662 2.4543 -0.10 0.09 0.07 -0.48
C 4.6986 -2.2068 2.6328 -0.01 0.02 0.01 -0.04
C 2.2480 -2.5125 2.5742 0.47 0.37 0.24 -0.05
C 3.2114 -0.3558 3.5525 0.00 -0.31 0.04 -0.42
O 3.4625 -0.9326 4.8446 0.18 0.01 -0.09 -0.01
C 4.1305 0.8390 3.2799 0.19 -0.09 -0.12 -0.12
C 4.4786 1.6851 4.4991 0.09 0.20 0.19 -0.13
C 3.4103 2.6549 4.9344 -0.01 0.16 0.09 -0.24
C 3.1085 3.7719 4.1595 0.05 0.02 -0.01 -0.05
C 2.1206 4.6663 4.5365 -0.02 -0.03 0.01 -0.10
C 1.4158 4.4381 5.7083 -0.03 0.05 -0.02 -0.67
Cl 0.1562 5.5470 6.1812 0.06 -0.05 -0.02 0.65
C 1.7003 3.3469 6.5087 0.04 -0.05 0.01 -0.10
C 2.7012 2.4654 6.1159 -0.01 0.06 0.07 -0.05
C 1.7700 0.0944 3.7824 -0.29 0.06 -0.03 -0.03
N 1.0976 0.6995 2.6457 0.14 0.31 0.46 -0.07
C 0.0551 0.2170 1.9878 -0.20 -0.19 -0.25 -0.11
N -0.3342 1.0767 1.0615 0.37 0.54 -0.03 0.06
C 0.5370 2.1212 1.2356 -0.12 -0.16 -0.03 -0.20
N 1.4167 1.9407 2.1888 -0.36 -0.42 -0.15 0.16
H 3.3269 -1.6861 0.3098 0.00 0.07 0.06 0.08
H 4.1908 -0.2355 0.8364 -0.02 0.00 0.02 0.09
H 2.4226 -0.2840 0.8526 0.14 -0.13 0.02 0.03
H 4.8618 -2.8566 1.7705 -0.01 0.01 0.02 0.09
H 4.6884 -2.8511 3.5156 -0.01 0.02 -0.01 0.09
H 5.5620 -1.5404 2.6958 -0.02 0.02 -0.01 0.08
H 2.4977 -3.3857 1.9680 0.25 0.54 0.46 0.06
H 1.2872 -2.1512 2.1967 0.28 0.01 0.13 0.06
H 2.1254 -2.8442 3.6081 0.01 0.01 0.03 0.11
H 4.3696 -1.2559 4.8651 -0.01 -0.02 0.00 0.10
H 3.6846 1.4671 2.5064 0.06 -0.06 0.02 0.10
H 5.0685 0.4625 2.8716 0.06 -0.03 -0.06 0.11
H 5.3868 2.2453 4.2614 -0.04 0.05 0.01 0.12
H 4.7266 1.0329 5.3358 0.04 0.02 0.03 0.11
H 3.6518 3.9440 3.2353 -0.04 -0.02 0.05 0.12
H 1.8889 5.5305 3.9280 0.01 -0.02 0.01 0.10
H 1.1501 3.1916 7.4275 0.01 0.00 -0.03 0.11
H 2.9268 1.6063 6.7389 -0.01 0.02 -0.02 0.12
H 1.7484 0.8017 4.6106 -0.02 -0.06 -0.14 0.12
H 1.1777 -0.7704 4.0672 -0.03 -0.04 0.04 0.14
H -0.3816 -0.7540 2.1738 0.02 0.10 -0.02 0.13
H 0.5182 3.0203 0.6415 -0.04 -0.02 0.00 0.11
C -1.1590 -5.2254 -3.9182 0.06 -0.06 -0.01 -0.39
S -2.4080 -4.5132 -2.8276 0.07 0.02 0.06 0.80
C -2.9948 -3.2019 -3.8239 -0.06 0.02 0.01 -1.01
C -2.2708 -2.1398 -4.2601 0.11 0.09 0.26 -1.12
S -0.6378 -1.6932 -3.9293 -0.14 -0.17 -0.34 0.59
S -3.2119 -1.0444 -5.2482 0.11 0.07 -0.25 0.89
C -4.7709 -1.7616 -5.1115 0.06 0.02 -0.03 -1.51
S -6.1500 -1.0883 -5.7348 0.03 0.01 0.02 0.48
S -4.6896 -3.2455 -4.2669 -0.08 -0.16 0.10 0.89
H -0.6549 -5.9982 -3.3372 0.01 0.01 -0.03 0.03
H -0.4428 -4.4543 -4.2025 -0.03 -0.03 0.03 -0.01
H -1.6182 -5.6723 -4.7977 -0.01 0.01 0.00 0.04
```
Forces are in eV/Å.

Net charge: 0
LUMO: -1.1 eV
Energy: -151507.15559 eV
HOMO level: -6.341 eV
Gap between HOMO and LUMO: 5.28 eV


> Which of these has the lowest net charge?

C22H32CrN6O3S2


> Among the records above, which one has the lowest energy?

C49H47ClMgN10OS6